Entry 1:
Here is a 2-piece molecular cluster, C27H35N4 overall at a distorted geometry from the OMol25 dataset. Energies are from the ωB97M-V functional and the def2-TZVPD basis.

Each line ends with the Mulliken charge.
CARTESIAN COORDINATES (ANGSTROEM)
1 C 2.75287 -2.24490 4.24567  -1.546
2 C 3.07164 -1.50116 2.93542  1.991
3 C 4.57776 -1.19396 2.91277  -2.111
4 C 2.74767 -2.37314 1.70470  -1.369
5 C 2.30145 -0.18813 2.88320  -1.103
6 N 2.90972 1.03005 2.82919  0.114
7 C 1.95850 2.04364 2.77703  -0.429
8 C 0.69051 1.43756 2.78812  0.834
9 C -0.44884 2.23841 2.66398  -0.355
10 C -0.30325 3.60405 2.59486  -0.877
11 C 0.96150 4.19863 2.63042  -0.598
12 C 2.09998 3.43057 2.70733  -0.929
13 C 0.89696 0.00546 2.89489  2.088
14 C -0.09335 -0.99815 2.89846  0.387
15 C -1.52252 -0.81664 2.97063  -0.690
16 C -2.13240 0.03754 3.91316  -0.952
17 C -3.48855 0.25402 3.90404  -0.425
18 C -4.30672 -0.36213 2.96092  1.053
19 C -5.76401 -0.04485 2.90374  -1.490
20 C -3.72630 -1.24560 2.05352  -0.872
21 C -2.37456 -1.48792 2.06574  -0.544
22 H 1.70119 -2.51876 4.30926  0.289
23 H 3.34171 -3.15936 4.33141  0.460
24 H 2.98580 -1.61417 5.10488  0.379
25 H 4.84433 -0.66169 2.00070  0.425
26 H 4.85563 -0.57436 3.76419  0.466
27 H 5.17137 -2.10682 2.95437  0.402
28 H 2.97515 -1.83280 0.78499  0.368
29 H 3.33693 -3.29138 1.71229  0.485
30 H 1.70032 -2.66207 1.66387  0.174
31 H 3.91020 1.22908 2.81395  0.290
32 H -1.42136 1.78887 2.60183  0.446
33 H -1.17920 4.22816 2.51396  0.460
34 H 1.04525 5.27351 2.60833  0.405
35 H 3.08068 3.87527 2.72494  0.433
36 H 0.23984 -2.00852 2.74985  0.511
37 H -1.51562 0.52399 4.64780  0.583
38 H -3.93607 0.92067 4.62295  0.460
39 H -6.27666 -0.63680 2.14381  0.358
40 H -6.25020 -0.24509 3.85950  0.359
41 H -5.92445 1.00740 2.66120  0.330
42 H -4.35390 -1.72898 1.32295  0.356
43 H -1.93795 -2.12249 1.31429  0.326
44 C 0.28880 -1.34303 -3.31153  -0.650
45 C -0.43553 -1.00078 -2.00487  -0.758
46 N -0.50714 -2.04346 -1.06831  -0.291
47 C -0.49987 -3.27030 -1.49691  0.126
48 N -0.41204 -3.62883 -2.85362  0.197
49 C -0.33687 -2.59742 -3.89944  -0.687
50 C -0.16113 -5.02393 -3.26342  -0.691
51 C -0.72082 -6.03490 -2.26378  -0.747
52 C -0.27409 -5.68388 -0.84757  -0.649
53 N -0.58507 -4.28983 -0.54989  -0.058
54 H 0.23872 -0.50400 -4.01982  0.371
55 H 1.35595 -1.51257 -3.11307  0.270
56 H 0.04377 -0.14396 -1.50936  0.308
57 H -1.46404 -0.68442 -2.22455  0.290
58 H -1.35377 -2.39314 -4.25784  0.253
59 H 0.24060 -2.97460 -4.75154  0.466
60 H -0.59378 -5.17124 -4.25891  0.455
61 H 0.92171 -5.14984 -3.36610  0.298
62 H -1.81648 -6.01419 -2.31193  0.312
63 H -0.42005 -7.05827 -2.52631  0.361
64 H -0.74366 -6.33910 -0.10326  0.414
65 H 0.80882 -5.82326 -0.74912  0.300
66 H -0.55620 -4.03450 0.43549  0.163

Cartesian forces (eV/Å) of the 2 atoms listed first:
-0.193 0.168 0.040
0.596 0.053 0.003

Output
- orbital gap (hartree) = 0.1979
- energy relative to the best compared isomer or geometry (same formula, charge and spin) (kcal per mole) = 0.00
- 2S+1 = 1
- LUMO level (eV) = -4.554
- net charge = +1

Entry 2:
Here is C21H45AlFO16 as an isolated structure from the OMol25 dataset. Energies are from the ωB97M-V functional and the def2-TZVPD basis.

Each line ends with the Mulliken charge.
CARTESIAN COORDINATES (ANGSTROEM)
1 C -3.61702 3.18638 0.50473  -1.262
2 C -2.41752 3.64371 -0.30486  0.076
3 O -1.24531 3.25040 0.34864  -0.320
4 C -0.03505 3.48216 -0.43940  -0.580
5 Al 0.79952 1.70512 -0.96322  -0.220
6 C -0.71520 0.48972 -1.62631  0.604
7 F -0.59250 -0.84495 -1.07001  -0.376
8 C -0.78470 0.32273 -3.14379  -0.270
9 C -1.70924 1.36235 -3.77162  -1.209
10 H -3.59302 2.10101 0.60024  0.174
11 H -4.55722 3.47187 0.02942  0.384
12 H -3.58346 3.60544 1.51068  0.317
13 H -2.42376 4.73817 -0.44695  0.356
14 H -2.45559 3.19723 -1.31033  0.086
15 H -0.27694 4.16668 -1.26428  0.426
16 H 0.63573 4.03763 0.22927  0.266
17 H 1.52437 1.02770 0.33204  -0.271
18 H 1.85315 1.86739 -2.20752  -0.343
19 H -1.70484 0.83742 -1.29200  0.050
20 H 0.20523 0.41063 -3.59970  0.086
21 H -1.14921 -0.68800 -3.36273  0.347
22 H -2.75895 1.09478 -3.63736  0.328
23 H -1.55852 2.33972 -3.30925  0.180
24 H -1.52346 1.48011 -4.84046  0.383
25 C -3.38664 -1.85783 0.83075  -0.562
26 O -4.70413 -2.41041 0.60951  -0.300
27 C -5.68300 -1.51939 0.62874  0.815
28 O -5.57271 -0.33922 0.83333  -0.554
29 O -6.83993 -2.15836 0.38967  -0.328
30 C -7.98143 -1.29770 0.37607  -0.658
31 H -2.71223 -2.70522 0.79125  0.213
32 H -3.13871 -1.13821 0.05742  0.206
33 H -3.34240 -1.37802 1.80653  0.334
34 H -7.88090 -0.54189 -0.40097  0.303
35 H -8.09981 -0.80190 1.33822  0.299
36 H -8.82965 -1.94470 0.17224  0.211
37 C 2.61520 -1.52872 -2.42285  -0.345
38 O 3.88913 -1.80046 -3.04419  -0.355
39 C 3.92391 -1.62035 -4.35189  0.763
40 O 3.00295 -1.33345 -5.07276  -0.558
41 O 5.17432 -1.87658 -4.77974  -0.343
42 C 5.34362 -1.73016 -6.18802  -0.637
43 H 2.75490 -1.74207 -1.36855  0.267
44 H 2.33894 -0.48499 -2.55455  -0.056
45 H 1.84367 -2.17219 -2.84037  0.327
46 H 5.11608 -0.71158 -6.49951  0.287
47 H 4.69358 -2.41596 -6.73001  0.288
48 H 6.38738 -1.96237 -6.38080  0.214
49 C -5.34050 -4.91077 2.49881  -0.499
50 O -5.16823 -5.65876 3.71490  -0.345
51 C -3.92899 -5.63245 4.19670  0.786
52 O -2.98918 -5.06156 3.70844  -0.545
53 O -3.89905 -6.34246 5.32994  -0.336
54 C -2.61284 -6.37974 5.95742  -0.621
55 H -6.38686 -5.02272 2.23406  0.258
56 H -5.09931 -3.86335 2.65557  0.193
57 H -4.70238 -5.30699 1.71224  0.298
58 H -2.28468 -5.37504 6.21706  0.300
59 H -1.87728 -6.83264 5.29523  0.292
60 H -2.74560 -6.98191 6.85106  0.206
61 C 0.60767 1.49864 3.70318  -0.607
62 O 1.92945 1.85909 3.28315  -0.158
63 C 2.91312 1.32316 3.97975  0.713
64 O 2.80915 0.59191 4.93497  -0.590
65 O 4.07800 1.73340 3.45804  -0.194
66 C 5.23299 1.19440 4.09929  -0.740
67 H -0.06548 1.99469 3.01021  0.075
68 H 0.47214 0.42078 3.64244  0.302
69 H 0.44904 1.83524 4.72696  0.357
70 H 5.23877 0.10783 4.02851  0.336
71 H 5.26184 1.48222 5.14938  0.316
72 H 6.08187 1.61252 3.56566  0.196
73 C 6.01125 3.92560 -3.80996  -0.622
74 O 5.08322 4.00252 -2.73089  -0.311
75 C 5.42749 3.28172 -1.65743  0.720
76 O 6.45621 2.65747 -1.54653  -0.581
77 O 4.47075 3.38622 -0.75510  -0.284
78 C 4.64368 2.61623 0.44092  -0.507
79 H 5.59358 4.54961 -4.59481  0.214
80 H 6.99065 4.29449 -3.50696  0.289
81 H 6.11109 2.89762 -4.15591  0.265
82 H 5.54251 2.93574 0.96828  0.379
83 H 4.71285 1.55785 0.19751  0.313
84 H 3.75446 2.79577 1.03318  0.087

Cartesian forces (eV/Å) of the 2 atoms listed first:
0.201 -0.084 -0.005
0.033 -0.024 -0.077

Output
- orbital gap (hartree) = 0.2538
- 2S+1 = 1
- LUMO level (eV) = 2.219
- net charge = -1

Entry 3:
Here is a 2-piece molecular cluster, C3H3I2N overall at a distorted geometry from the OMol25 dataset. Energies are from the ωB97M-V functional and the def2-TZVPD basis.

Each line ends with the Mulliken charge.
CARTESIAN COORDINATES (ANGSTROEM)
1 N -0.61558 -1.69207 -0.13416  -0.674
2 C -1.04264 -0.54016 0.04977  0.402
3 C -1.65250 0.43983 0.88586  -0.342
4 C -1.32237 0.82851 -0.35021  -0.276
5 H -0.23740 -1.87259 -1.06357  0.247
6 H -2.08142 0.70303 1.82379  0.321
7 H -1.33207 1.63015 -1.05114  0.325
8 I 3.87437 1.56323 -0.11704  -0.014
9 I 4.40960 -1.05991 -0.04330  0.010

Cartesian forces (eV/Å) of the 2 atoms listed first:
0.391 -1.482 0.070
-0.319 1.637 -0.438

Output
- orbital gap (hartree) = 0.2704
- SMILES = N=c1cc1.II
- energy relative to the best compared isomer or geometry (same formula, charge and spin) (kcal per mole) = 44.26
- 2S+1 = 1
- LUMO level (eV) = -1.766

Entry 4:
Here is a 2-piece molecular cluster, ClH7Si3 overall at a distorted geometry from the OMol25 dataset. Energies are from the ωB97M-V functional and the def2-TZVPD basis.

Each line ends with the Mulliken charge.
CARTESIAN COORDINATES (ANGSTROEM)
1 Si -0.59098 2.83075 -1.22537  0.233
2 Si 0.68535 -2.44535 0.53436  0.248
3 Si 0.36725 -0.30472 0.96017  0.192
4 Cl -1.65977 0.18330 0.92360  -0.233
5 H -0.42452 2.35031 -2.68447  -0.036
6 H -1.82887 3.01957 -0.50130  -0.047
7 H 0.36577 3.92510 -1.35814  -0.067
8 H -0.62086 -3.14136 0.62431  -0.084
9 H 1.79530 -3.22052 1.25280  -0.069
10 H 0.97726 -2.72485 -0.97817  -0.085
11 H 0.93407 -0.47222 2.45221  -0.052

Cartesian forces (eV/Å) of the 2 atoms listed first:
1.711 -0.888 -1.407
0.679 -2.799 -2.485

Output
- orbital gap (alpha / beta) (hartree) = 0.2238 / 0.2761
- energy relative to the best compared isomer or geometry (same formula, charge and spin) (kcal per mole) = 53.03
- 2S+1 = 1
- LUMO level (alpha / beta) (eV) = -1.854 / -1.055

Entry 5:
Here is C8H3F5MoN2OS2 as an isolated structure from the OMol25 dataset. Energies are from the ωB97M-V functional and the def2-TZVPD basis.

Each line ends with the Mulliken charge.
CARTESIAN COORDINATES (ANGSTROEM)
1 Mo 0.36323 0.24040 0.30460  -0.226
2 S 1.54339 -1.75835 0.19164  -0.231
3 C 0.50895 -2.82265 -0.72689  0.600
4 C 1.01967 -4.12677 -1.01715  -0.159
5 N 1.45236 -5.16595 -1.24806  -0.381
6 C -0.71240 -2.43110 -1.14862  0.771
7 S -1.33540 -0.83938 -0.80849  -0.202
8 C -1.56476 -3.29138 -1.91001  -0.156
9 N -2.25691 -3.98075 -2.51508  -0.381
10 F 1.16600 0.44132 2.79901  -0.310
11 C -0.14717 0.60396 2.35065  0.597
12 F -0.90957 -0.33709 2.94464  -0.283
13 C -0.60257 1.97155 2.86988  0.797
14 F -0.56600 2.01935 4.20353  -0.248
15 F -1.84775 2.22470 2.46845  -0.250
16 F 0.20712 2.93243 2.40122  -0.257
17 C 0.84458 2.47230 -2.24619  -1.051
18 C 0.38165 1.78933 -1.02179  0.889
19 O -0.43537 2.22270 -0.21309  -0.443
20 H 0.46404 3.49075 -2.29728  0.311
21 H 0.49327 1.89184 -3.10277  0.295
22 H 1.93364 2.45278 -2.27822  0.318

Cartesian forces (eV/Å) of the 2 atoms listed first:
-0.126 -0.128 -0.151
0.079 -0.099 -0.008

Output
- orbital gap (alpha / beta) (hartree) = 0.2828 / 0.2657
- energy relative to the best compared isomer or geometry (same formula, charge and spin) (kcal per mole) = 2.04
- 2S+1 = 3
- LUMO level (alpha / beta) (eV) = -1.638 / -2.258

Entry 6:
Here is C24H45ClIrN4O7S2Si as an isolated structure from the OMol25 dataset. Energies are from the ωB97M-V functional and the def2-TZVPD basis.

Each line ends with the Mulliken charge.
CARTESIAN COORDINATES (ANGSTROEM)
1 Ir -1.38067 0.13229 -1.02196  2.458
2 C 2.30329 -0.54448 1.43599  -1.685
3 C 1.16752 -1.14441 0.62900  1.683
4 C 0.50953 -2.28965 1.36808  -1.291
5 C 1.63532 -1.53340 -0.75537  -1.887
6 O 0.14529 -0.03733 0.43738  0.348
7 Si -0.33807 1.03547 1.65293  -0.894
8 S -1.94236 1.78336 0.36310  -0.633
9 O 0.70457 2.12598 2.11457  0.265
10 C 1.24906 3.46371 1.87092  1.743
11 C 1.90510 3.87444 3.17553  -1.764
12 C 2.25852 3.35013 0.74231  -1.273
13 C 0.11141 4.39714 1.49817  -1.570
14 O -0.96062 0.15527 2.82629  0.489
15 C -1.24725 0.46345 4.23860  1.478
16 C 0.07381 0.47730 4.98846  -1.412
17 C -1.95055 1.80867 4.30551  -1.405
18 C -2.14889 -0.66026 4.70997  -1.707
19 H 3.07603 -1.30329 1.56157  0.578
20 H 1.97907 -0.24660 2.43494  0.297
21 H 2.74073 0.31428 0.92796  0.173
22 H 1.23240 -3.10074 1.46634  0.548
23 H -0.35132 -2.67470 0.82830  0.205
24 H 0.19406 -1.98524 2.36371  0.055
25 H 2.37303 -2.33116 -0.66510  0.656
26 H 2.11006 -0.68574 -1.24907  0.326
27 H 0.81721 -1.90670 -1.37096  0.163
28 H 2.67905 3.16013 3.45670  0.318
29 H 1.16677 3.92765 3.97613  0.373
30 H 2.36421 4.85690 3.06870  0.507
31 H 3.05439 2.65318 1.00488  0.344
32 H 2.70613 4.32484 0.54703  0.594
33 H 1.74723 3.01277 -0.16249  -0.083
34 H -0.66870 4.38866 2.26085  0.329
35 H -0.32282 4.13045 0.53134  0.308
36 H 0.48666 5.41724 1.41703  0.508
37 H 0.73300 1.25161 4.59423  0.109
38 H 0.57008 -0.49092 4.90727  0.299
39 H -0.09821 0.68165 6.04519  0.565
40 H -1.29262 2.61401 3.96936  0.139
41 H -2.24040 2.02925 5.33262  0.559
42 H -2.85794 1.80235 3.69797  0.298
43 H -1.66160 -1.62536 4.57183  0.339
44 H -3.08954 -0.65859 4.15701  0.327
45 H -2.37399 -0.53852 5.76917  0.457
46 O -2.00461 -0.33621 -4.62112  -0.619
47 Cl -2.40318 -0.84211 -3.37133  1.778
48 O -3.37711 -1.84239 -3.41997  -0.553
49 O -2.85104 0.28570 -2.45469  -0.650
50 O -1.17657 -1.30093 -2.60876  -0.698
51 N -4.45733 -2.00430 0.93472  0.016
52 C -3.71800 -0.94794 0.59604  -0.709
53 N -2.64464 -1.29050 -0.09387  -0.001
54 C -2.70258 -2.69049 -0.23343  0.387
55 C -1.86433 -3.61376 -0.86363  0.076
56 C -2.21690 -4.94377 -0.79737  -1.059
57 C -3.37381 -5.37526 -0.12770  -0.671
58 C -4.21051 -4.47970 0.49732  -1.103
59 C -3.84748 -3.13874 0.42530  0.325
60 H -5.31772 -1.96694 1.45810  0.278
61 H -3.99180 0.06027 0.85939  0.648
62 H -0.97489 -3.31101 -1.39250  0.389
63 H -1.58714 -5.67962 -1.27838  0.486
64 H -3.61016 -6.42986 -0.10702  0.449
65 H -5.10497 -4.80003 1.01369  0.475
66 C 3.24796 2.49311 -4.97781  -1.099
67 C 3.59718 1.72234 -3.71608  -0.662
68 N 2.44098 1.60556 -2.80120  0.088
69 C 1.25867 1.05466 -3.05560  0.411
70 S -0.10825 1.77301 -2.21317  -0.392
71 N 1.07944 0.09465 -3.93858  0.235
72 C 2.07265 -0.80892 -4.53863  -0.562
73 C 1.35321 -2.01331 -5.11627  -1.330
74 H 4.12594 2.56532 -5.61837  0.382
75 H 2.91685 3.50359 -4.73982  0.359
76 H 2.45675 2.00023 -5.54453  0.300
77 H 4.36520 2.23949 -3.14444  0.471
78 H 3.99276 0.73636 -3.94148  0.285
79 H 2.41390 2.27614 -2.04771  0.205
80 H 0.11664 -0.10883 -4.16205  -0.081
81 H 2.77393 -1.11195 -3.75932  0.436
82 H 2.62852 -0.28932 -5.31968  0.467
83 H 0.81724 -2.56086 -4.33991  0.186
84 H 2.07310 -2.68855 -5.57420  0.436
85 H 0.64410 -1.71029 -5.88798  0.389

Cartesian forces (eV/Å) of the 2 atoms listed first:
-0.036 0.018 -0.003
-0.003 -0.002 0.006

Output
- orbital gap (alpha / beta) (hartree) = 0.2961 / 0.2015
- energy relative to the best compared isomer or geometry (same formula, charge and spin) (kcal per mole) = 0.00
- 2S+1 = 2
- LUMO level (alpha / beta) (eV) = -6.141 / -8.703
- net charge = +2